Entry 1:
{
  "formula": "C29H25F3MnN8S2Se",
  "method": "wB97M-V/def2-TZVPD",
  "symbols": ["Mn", "C", "C", "N", "C", "S", "N", "N", "C", "C", "C", "C", "C", "C", "C", "N", "H", "H", "H", "H", "H", "H", "H", "H", "H", "H", "H", "H", "H", "Se", "N", "C", "C", "C", "C", "N", "C", "N", "H", "H", "H", "S", "C", "N", "C", "C", "C", "C", "H", "H", "H", "H", "H", "F", "C", "F", "F", "C", "C", "C", "C", "C", "C", "C", "C", "H", "H", "H", "H"],
  "coordinates": [[-0.51705, 0.35917, -0.49308], [-2.43171, 5.57205, 1.58385], [-3.21862, 4.42033, 2.17176], [-2.57943, 3.07931, 2.24253], [-1.99261, 2.32747, 1.33874], [-1.94010, 0.64207, 1.45774], [-1.38513, 2.96768, 0.19306], [-1.55658, 2.02288, -0.85487], [-2.61856, 2.01600, -1.57071], [-3.63907, 3.09331, -1.61893], [-2.79199, 0.72426, -2.26120], [-3.73953, 0.49138, -3.23750], [-3.85579, -0.79048, -3.76116], [-3.02699, -1.78498, -3.27942], [-2.09759, -1.47902, -2.29369], [-1.98201, -0.25376, -1.78905], [-3.09877, 6.43286, 1.54548], [-2.07760, 5.37711, 0.57478], [-1.59291, 5.84437, 2.22265], [-4.16676, 4.28633, 1.64529], [-3.46111, 4.65235, 3.20681], [-2.92656, 2.53330, 3.02365], [-3.84616, 3.35955, -2.65596], [-3.30155, 3.97790, -1.08656], [-4.57438, 2.73425, -1.18352], [-4.37575, 1.29133, -3.58730], [-4.58525, -1.00228, -4.53034], [-3.08807, -2.79617, -3.65434], [-1.42808, -2.22376, -1.88646], [3.17913, 0.46788, 3.08587], [2.83814, 2.23022, 3.31186], [1.97789, 2.55979, 2.40866], [1.43109, 3.89228, 2.25522], [0.53672, 4.10003, 1.29391], [0.10611, 3.03348, 0.34502], [0.61315, 1.67392, 0.56626], [1.52855, 1.48469, 1.49713], [2.09463, 0.29118, 1.72291], [1.78260, 4.67783, 2.90952], [0.13636, 5.08374, 1.10019], [0.44492, 3.31956, -0.65998], [0.79135, 0.61830, -2.37778], [2.42854, 0.14356, -2.07732], [2.73492, -0.70969, -1.08378], [3.98141, -1.16607, -0.84262], [5.02372, -0.76503, -1.62676], [4.75542, 0.12499, -2.67484], [3.47581, 0.57757, -2.89856], [1.96235, -1.04913, -0.49504], [4.07624, -1.85592, -0.01645], [6.01991, -1.13486, -1.43861], [5.56041, 0.46021, -3.31495], [3.25354, 1.26232, -3.70352], [1.25443, -8.21899, 3.01631], [2.06267, -7.72226, 2.07169], [3.29589, -7.64344, 2.60199], [2.11280, -8.60343, 1.06751], [1.59775, -6.36416, 1.60764], [1.11716, -5.46082, 2.54732], [0.72238, -4.19899, 2.14615], [0.80711, -3.83515, 0.79874], [1.28973, -4.75183, -0.13671], [1.68524, -6.01527, 0.26874], [0.39740, -2.52537, 0.38750], [0.04957, -1.40542, 0.05762], [1.04270, -5.75230, 3.58615], [0.33350, -3.49172, 2.86598], [1.34391, -4.47524, -1.18138], [2.05051, -6.73133, -0.45380]],
  "atomic_forces_ev_per_a": [[-0.1407, -0.0763, -0.1491], [0.0353, 0.0403, 0.0459], [-0.0342, -0.0125, -0.0835], [0.0361, 0.0260, 0.1481], [-0.0883, -0.0940, -0.0425], [0.0066, 0.0320, 0.0196], [-0.0098, 0.0588, -0.0084], [0.0291, -0.0731, 0.0180], [0.0015, 0.0300, -0.0064], [0.0122, 0.0028, 0.0097], [0.0026, -0.0235, -0.0105], [0.0139, 0.0127, 0.0134], [0.0152, -0.0169, 0.0055], [-0.0114, 0.0211, -0.0069], [0.0089, 0.0037, 0.0189], [-0.0012, -0.0141, 0.0062], [0.0041, 0.0110, 0.0061], [-0.0487, 0.0051, 0.0062], [0.0131, -0.0265, -0.0108], [0.0308, 0.0064, -0.0362], [-0.0524, -0.0108, -0.0125], [0.0734, 0.0169, 0.0064], [-0.0026, -0.0007, -0.0065], [0.0026, -0.0048, -0.0053], [-0.0050, -0.0042, -0.0001], [-0.0069, 0.0122, 0.0019], [-0.0050, -0.0014, -0.0055], [-0.0006, -0.0121, -0.0031], [0.0022, 0.0015, 0.0002], [-0.0273, 0.0657, -0.0220], [-0.0208, -0.0051, -0.0107], [0.0207, -0.0165, 0.0195], [0.0049, -0.0019, 0.0075], [0.0001, -0.0091, 0.0014], [0.0188, -0.0148, -0.0103], [0.1024, 0.0989, 0.0601], [0.0017, -0.0194, 0.0085], [-0.0147, -0.0409, -0.0131], [-0.0009, 0.0095, 0.0011], [0.0126, 0.0017, 0.0066], [-0.0177, -0.0015, 0.0180], [-0.0144, 0.0030, 0.0083], [-0.0009, -0.0244, 0.0502], [0.0412, 0.0133, -0.0468], [-0.0071, 0.0108, -0.0109], [-0.0007, -0.0038, 0.0042], [-0.0110, -0.0018, 0.0069], [0.0122, -0.0142, -0.0004], [-0.0017, 0.0085, -0.0001], [0.0021, -0.0050, 0.0056], [0.0055, -0.0003, 0.0010], [0.0090, 0.0025, -0.0046], [-0.0060, 0.0036, -0.0055], [-0.0222, 0.0025, 0.0185], [0.0255, 0.0019, 0.0144], [0.0098, 0.0092, 0.0046], [-0.0045, -0.0115, -0.0355], [0.0029, -0.0013, 0.0017], [-0.0014, -0.0183, -0.0091], [-0.0102, 0.0025, -0.0254], [0.0315, -0.0420, 0.0538], [0.0026, 0.0048, 0.0059], [-0.0048, 0.0020, 0.0047], [-0.1171, 0.0551, -0.0382], [0.0870, 0.0184, 0.0102], [0.0025, 0.0011, 0.0060], [0.0029, 0.0043, 0.0062], [0.0021, 0.0058, -0.0106], [0.0047, -0.0027, -0.0009]],
  "mulliken_spin": [2.169, 0.002, -0.001, 0.002, -0.012, -0.008, -0.001, -0.005, 0.015, -0.001, 0.003, 0.001, -0.003, 0.005, -0.003, -0.032, 0.000, 0.000, -0.001, 0.000, 0.000, -0.001, 0.000, -0.001, 0.001, 0.000, 0.000, 0.000, -0.005, 0.371, -0.083, 0.067, 0.003, 0.053, -0.067, 0.337, -0.008, 0.204, 0.002, 0.001, 0.033, -0.028, 0.006, 0.009, 0.003, 0.005, 0.000, 0.007, -0.011, 0.002, 0.000, 0.000, 0.001, 0.000, 0.000, 0.001, 0.000, 0.017, -0.008, 0.024, -0.017, 0.019, -0.008, 0.120, -0.176, 0.000, 0.000, -0.001, 0.000],
  "relative_energy_kcal_mol": 30.27,
  "lumo_ev": [-6.208, -7.992],
  "total_charge": 2,
  "orbital_gap_ev": [7.09, 5.45],
  "spin_multiplicity": 4,
  "fmax_ev_per_a": 0.22,
  "s2": 3.82
}

Entry 2:
{
  "formula": "C29H25IN4O2Y",
  "method": "wB97M-V/def2-TZVPD",
  "symbols": ["Y", "C", "C", "N", "C", "C", "C", "O", "C", "C", "N", "C", "C", "C", "C", "C", "C", "I", "C", "O", "H", "H", "H", "H", "H", "H", "H", "H", "H", "H", "H", "H", "C", "C", "C", "C", "C", "C", "C", "C", "C", "C", "H", "H", "H", "H", "H", "H", "H", "N", "C", "C", "C", "C", "C", "N", "H", "H", "H", "H", "H", "H"],
  "coordinates": [[-0.21095, -0.29401, -0.05188], [1.95728, 3.35063, 1.92526], [0.86771, 3.63570, 0.93969], [0.85295, 4.81109, 0.35714], [-0.14248, 5.10935, -0.50795], [-1.17202, 4.25930, -0.80871], [-2.27439, 4.70116, -1.73229], [-3.53857, 4.77377, -1.07471], [-1.16012, 2.97295, -0.21520], [-2.34013, 2.11128, -0.35046], [-2.29826, 0.83416, -0.24114], [-3.51698, 0.08469, -0.17438], [-4.44817, 0.10701, -1.20002], [-5.59233, -0.67176, -1.10227], [-5.79903, -1.47030, 0.01142], [-4.86842, -1.49354, 1.04282], [-3.72465, -0.71397, 0.94844], [-2.35332, -0.71058, 2.49346], [-0.12045, 2.64117, 0.66412], [-0.02158, 1.45736, 1.24290], [2.43796, 4.28541, 2.20170], [2.71836, 2.69539, 1.49249], [1.57741, 2.85871, 2.82162], [-0.09694, 6.09080, -0.96628], [-2.41773, 3.99312, -2.55089], [-2.01169, 5.65775, -2.18936], [-3.51143, 5.50324, -0.44629], [-3.29971, 2.61213, -0.48834], [-4.26679, 0.72152, -2.07287], [-6.31801, -0.66194, -1.90395], [-6.68599, -2.08448, 0.08548], [-5.03844, -2.11414, 1.91185], [3.66064, -4.74430, -0.47341], [3.51110, -3.43343, -0.97803], [2.31993, -2.77841, -0.84182], [1.19636, -3.36625, -0.20058], [-0.04843, -2.64852, -0.04853], [-1.09867, -3.39628, 0.43942], [-0.98918, -4.75559, 0.83575], [0.21867, -5.37631, 0.77653], [1.35019, -4.69648, 0.24710], [2.59604, -5.36044, 0.11746], [4.60257, -5.26596, -0.57967], [4.33717, -2.95813, -1.49276], [2.22637, -1.79123, -1.28152], [-2.08444, -2.94873, 0.54640], [-1.85513, -5.29095, 1.20433], [0.32909, -6.40328, 1.10493], [2.68342, -6.37793, 0.47952], [1.94540, -0.36589, 1.65374], [2.76344, 0.14243, 0.62805], [4.15148, 0.17100, 0.68258], [4.83280, 0.68616, -0.40029], [4.12919, 1.17600, -1.49860], [2.75665, 1.08876, -1.47713], [2.08429, 0.55472, -0.44416], [2.43938, -0.87545, 2.37183], [1.37775, 0.38432, 2.05879], [4.66849, -0.18720, 1.56182], [5.91446, 0.72238, -0.38594], [4.63270, 1.60239, -2.35324], [2.16518, 1.43961, -2.31397]],
  "atomic_forces_ev_per_a": [[0.5406, 0.1686, 0.5214], [0.1116, -0.0405, 0.0470], [-0.0723, 0.1644, -0.0568], [-0.2151, -0.0128, -0.1306], [0.1952, 0.0231, 0.0587], [0.0791, -0.0055, 0.0617], [-0.1566, -0.0272, -0.0759], [0.0871, 0.0349, -0.0221], [-0.4922, 0.0055, -0.1261], [0.2256, 0.2375, -0.0043], [-0.0643, -0.3014, -0.1822], [0.2835, 0.1967, 0.0479], [-0.1102, -0.0674, -0.0022], [0.0142, 0.0187, -0.0475], [0.0377, -0.0181, 0.0721], [-0.0268, 0.0413, -0.0839], [-0.4693, -0.1363, -0.3328], [0.2160, 0.0032, 0.4192], [0.1688, -0.5556, 0.1752], [-0.0804, 0.4732, 0.1081], [-0.0006, 0.0002, -0.0126], [-0.0059, 0.0035, -0.0215], [-0.0678, 0.0190, -0.0235], [0.0313, 0.0081, 0.0311], [0.0292, -0.0340, 0.0298], [0.0122, 0.0168, 0.0431], [-0.0344, 0.0022, 0.0164], [0.0220, 0.0144, 0.0109], [-0.0025, 0.0002, 0.0017], [0.0036, 0.0113, 0.0018], [-0.0025, 0.0108, -0.0107], [0.0232, 0.0118, 0.0107], [-0.0154, 0.0695, -0.0242], [0.0597, -0.1282, 0.0321], [-0.0040, 0.0284, 0.0281], [0.0969, 0.2498, -0.1281], [0.1347, -0.3576, -0.0930], [-0.1825, -0.1033, 0.0160], [0.0514, 0.1362, -0.0370], [0.1070, -0.0104, -0.0182], [-0.1891, -0.3051, 0.0859], [-0.0219, 0.0739, -0.0129], [0.0101, 0.0287, -0.0085], [0.0013, -0.0014, 0.0064], [-0.0539, 0.0084, 0.0021], [0.0020, -0.0149, -0.0017], [-0.0326, 0.0518, -0.0016], [0.0197, 0.0084, -0.0068], [-0.0145, 0.0016, 0.0012], [-0.3910, 0.2508, -0.0864], [0.0763, -0.2007, 0.1149], [-0.0973, 0.0363, -0.0171], [0.1178, 0.0313, -0.0509], [-0.0262, -0.0357, 0.0611], [0.0350, -0.0189, 0.0417], [-0.1808, 0.0741, -0.3902], [0.0221, -0.1547, -0.0852], [0.2061, 0.0345, 0.0417], [0.0034, -0.0145, -0.0095], [-0.0118, 0.0086, -0.0112], [0.0222, -0.0001, 0.0150], [-0.0247, -0.0129, 0.0120]],
  "lowdin_charge": [1.548, -0.007, -0.254, 0.134, -0.082, -0.159, -0.199, -0.057, -0.079, -0.021, -0.071, -0.337, -0.014, -0.052, -0.058, -0.129, -0.646, 1.136, -0.290, -0.318, 0.088, 0.069, 0.086, 0.118, 0.128, 0.124, 0.104, 0.143, 0.123, 0.116, 0.116, 0.104, -0.078, -0.082, -0.081, -0.222, -0.249, -0.201, -0.079, -0.032, -0.172, -0.031, 0.105, 0.102, 0.076, 0.033, 0.104, 0.115, 0.115, 0.109, -0.407, 0.007, -0.025, -0.036, -0.105, -0.006, 0.120, 0.069, 0.127, 0.123, 0.116, 0.121],
  "lumo_ev": -3.386,
  "total_charge": 1,
  "orbital_gap_ev": 6.80,
  "spin_multiplicity": 1,
  "fmax_ev_per_a": 0.77
}